[1]
Molecular formula: C23H35N9O5RbS2
Method: DFT, ωB97M-V with the def2-TZVPD basis set

```
75
Properties=species:S:1:pos:R:3:mulliken_charge:R:1
Rb 0.802 0.391 -0.003 0.800
C -0.260 4.458 1.443 -1.656
C -0.856 3.465 0.491 0.056
N -1.410 2.359 0.798 -0.316
N -1.452 1.986 2.108 0.022
C -2.332 1.009 2.471 0.106
N -2.147 0.550 3.723 -0.380
S -3.567 0.471 1.484 -0.415
C -0.811 3.727 -0.978 0.758
C -1.167 4.965 -1.509 -0.503
C -1.166 5.126 -2.885 -0.727
C -0.797 4.057 -3.684 -1.024
C -0.453 2.863 -3.067 -0.140
N -0.458 2.698 -1.750 0.607
H -0.685 4.351 2.440 0.435
H 0.822 4.316 1.505 0.262
H -0.432 5.477 1.096 0.444
H -0.614 2.072 2.687 0.497
H -1.227 0.622 4.186 0.203
H -2.700 -0.254 3.965 0.247
H -1.462 5.778 -0.859 0.385
H -1.453 6.074 -3.324 0.386
H -0.779 4.138 -4.763 0.462
H -0.162 1.990 -3.644 0.396
O 3.176 -4.768 3.733 -0.566
C 2.533 -3.739 3.101 1.071
C 2.025 -2.656 3.804 -0.300
C 1.411 -1.643 3.086 -0.244
N 1.264 -1.695 1.765 -0.094
C 1.742 -2.747 1.098 0.681
C 2.398 -3.796 1.722 -0.657
C 1.553 -2.694 -0.424 -0.217
O 0.765 -3.521 -0.920 -0.792
O 2.177 -1.769 -1.006 -0.649
C 0.846 -0.408 3.798 0.077
O 0.430 -0.583 4.954 -0.792
O 0.809 0.660 3.130 -0.698
H 3.179 -4.583 4.678 0.286
H 2.087 -2.578 4.883 0.377
H 2.777 -4.636 1.156 0.497
N -1.461 -1.355 -0.997 0.026
C -2.588 -1.525 -1.910 -0.877
C -2.124 -1.809 -3.334 -0.634
C -1.296 -0.680 -3.956 -0.629
N 0.109 -0.612 -3.545 -0.106
H -0.924 -2.223 -0.930 -0.007
H -1.819 -1.149 -0.068 0.050
H -3.169 -0.597 -1.901 0.396
H -3.270 -2.327 -1.594 0.401
H -3.012 -1.982 -3.951 0.382
H -1.539 -2.735 -3.351 0.292
H -1.770 0.276 -3.707 0.135
H -1.320 -0.763 -5.047 0.442
H 0.130 -0.687 -2.531 -0.220
H 0.587 -1.456 -3.848 0.328
C 3.541 0.614 -2.572 -1.268
N 3.123 1.876 -3.163 0.236
C 2.632 1.729 -4.526 -1.122
C 3.033 3.013 -2.457 0.319
S 3.072 3.082 -0.781 -0.227
N 2.872 4.164 -3.225 0.404
C 2.420 5.368 -2.551 -1.061
C 3.911 4.457 -4.204 -1.151
H 4.228 0.124 -3.267 0.316
H 2.700 -0.057 -2.408 0.415
H 4.044 0.791 -1.628 0.343
H 1.955 0.872 -4.545 0.213
H 3.454 1.546 -5.225 0.348
H 2.093 2.622 -4.832 0.421
H 1.595 5.132 -1.884 0.230
H 2.075 6.071 -3.312 0.299
H 3.217 5.835 -1.962 0.360
H 4.277 3.555 -4.680 0.376
H 4.760 4.962 -3.725 0.343
H 3.509 5.116 -4.975 0.337
```

Kohn-Sham gap   7.33 eV
Largest force on an atom   0.012 hartree/bohr
Electronic energy   -2587.088852 Eh
Charge   -1
ΔE to the lowest compared entry with this formula, charge and spin   60.11 kJ/mol

[2]
Molecular formula: C5H14NO
Method: DFT, ωB97M-V with the def2-TZVPD basis set

```
21
Properties=species:S:1:pos:R:3:mulliken_charge:R:1
C -1.366 -1.728 0.848 -1.720
C -0.705 -0.832 -0.167 0.298
N -0.327 0.481 0.485 -0.034
C 1.132 0.460 0.829 -0.642
C 1.763 -0.438 -0.259 -0.441
C 0.624 -1.451 -0.643 -0.735
H -2.307 -1.343 1.254 0.455
H -0.756 -2.038 1.696 0.428
H -1.684 -2.660 0.378 0.431
H -1.410 -0.576 -0.954 0.330
H -0.915 0.529 1.311 0.331
H -0.442 1.342 -0.072 0.283
H 1.465 1.494 0.755 0.403
H 1.312 0.120 1.844 0.322
H 2.231 0.241 -0.961 0.355
H 2.505 -1.082 0.207 0.258
H 0.812 -2.397 -0.149 0.422
H 0.710 -1.613 -1.717 0.292
H -0.464 2.838 -1.855 0.350
H -1.686 2.811 -0.985 0.341
O -0.731 2.839 -0.923 -0.726
```

Kohn-Sham gap   12.77 eV
Largest force on an atom   0.038 hartree/bohr
Electronic energy   -328.670506 Eh
Charge   +1
ΔE to the lowest compared entry with this formula, charge and spin   41.30 kJ/mol

[3]
Molecular formula: C4H5N3
Method: DFT, ωB97M-V with the def2-TZVPD basis set

```
12
Properties=species:S:1:pos:R:3:mulliken_charge:R:1
N 1.347 0.932 1.342 -0.314
C 0.532 0.308 0.481 0.019
C 1.085 -0.468 -0.513 -0.643
N 0.142 -1.052 -1.312 -0.135
C -0.895 -1.331 -1.752 0.137
N -2.391 -0.074 -0.353 -0.584
C -1.789 0.541 0.444 0.210
H 2.360 0.867 1.314 0.205
H 0.970 1.482 2.099 0.182
H 2.123 -0.700 -0.754 0.257
H -1.755 -1.732 -2.241 0.436
H -1.721 1.241 1.256 0.231
```

Kohn-Sham gap   8.62 eV
Largest force on an atom   0.021 hartree/bohr
Electronic energy   -319.500797 Eh
Charge   0
ΔE to the lowest compared entry with this formula, charge and spin   555.06 kJ/mol

[4]
Molecular formula: C28H84O18
Method: DFT, ωB97M-V with the def2-TZVPD basis set

```
130
Properties=species:S:1:pos:R:3:mulliken_charge:R:1
C -15.991 8.116 12.174 -0.270
C -17.016 9.052 12.801 -0.438
O -17.230 10.261 12.058 -0.392
O -14.638 8.670 12.388 -0.414
H -16.114 8.076 11.067 0.191
H -15.990 7.126 12.692 0.295
H -16.661 9.323 13.832 0.254
H -17.976 8.593 12.841 0.399
H -16.935 11.008 12.569 0.209
H -14.511 9.290 11.637 0.190
C -11.409 9.411 14.150 -0.900
C -12.513 10.543 14.247 -0.208
O -11.842 11.768 14.468 -0.354
O -10.395 9.846 13.290 -0.227
H -11.867 8.469 13.951 0.549
H -10.918 9.406 15.155 0.280
H -13.111 10.218 15.110 0.454
H -13.064 10.675 13.333 0.033
H -11.906 12.040 15.410 0.226
H -10.627 9.620 12.413 0.160
C -12.392 17.730 9.810 -0.310
C -13.316 18.606 9.022 -0.536
O -14.049 17.810 8.071 -0.557
O -13.035 16.497 10.141 0.289
H -11.905 18.169 10.697 0.314
H -11.605 17.429 9.157 0.188
H -12.731 19.436 8.585 0.342
H -14.110 19.000 9.664 0.228
H -13.993 16.886 8.381 0.095
H -13.458 16.689 11.006 -0.184
C -9.147 14.025 16.378 -0.203
C -8.709 12.629 15.997 -0.482
O -8.989 12.404 14.647 -0.291
O -10.554 14.163 16.352 -0.563
H -8.734 14.858 15.766 0.078
H -8.864 14.180 17.466 0.375
H -9.256 11.929 16.619 0.252
H -7.637 12.489 16.194 0.356
H -9.886 12.180 14.444 0.046
H -10.885 14.324 15.497 0.244
C -15.781 10.069 6.622 -1.431
C -15.091 10.633 7.871 0.411
O -15.433 9.878 9.074 -0.342
H -16.848 10.215 6.433 0.336
H -15.666 8.973 6.744 0.328
H -15.197 10.438 5.807 0.422
H -15.319 11.703 8.004 -0.105
H -14.076 10.440 7.702 0.157
H -16.285 10.076 9.377 0.217
C -10.196 17.055 12.709 -0.345
C -9.235 15.835 12.519 -0.103
O -9.739 14.850 13.415 0.043
H -10.182 17.343 13.780 0.320
H -11.208 16.694 12.487 -0.559
H -9.936 17.879 12.015 0.460
H -8.266 16.233 12.790 0.483
H -9.297 15.408 11.506 -0.173
H -9.330 13.984 13.277 0.013
C -13.304 16.906 14.571 -0.959
C -13.736 17.773 13.408 -0.063
O -14.519 17.142 12.389 -0.361
H -14.061 16.398 15.234 0.343
H -12.761 17.520 15.237 0.393
H -12.635 16.096 14.184 -0.021
H -12.843 18.110 12.836 0.097
H -14.261 18.612 13.849 0.463
H -15.305 17.683 12.254 0.171
C -8.583 14.544 8.650 -0.455
C -9.558 14.179 7.499 -0.422
O -10.896 14.176 7.903 -0.537
H -8.669 13.781 9.450 -0.366
H -8.752 15.521 9.080 0.195
H -7.513 14.445 8.333 0.460
H -9.234 13.222 7.060 0.290
H -9.522 14.934 6.651 0.314
H -11.013 13.906 8.831 0.509
C -13.437 13.116 10.867 0.615
C -11.975 13.289 11.251 1.749
O -11.189 12.981 10.136 0.026
H -14.082 13.056 11.748 -0.495
H -13.521 12.117 10.408 -0.247
H -13.661 13.773 10.048 -0.149
H -11.731 12.648 12.106 -0.332
H -11.815 14.319 11.639 -0.638
H -10.268 13.015 10.443 -0.381
C -18.666 13.534 13.583 -1.425
C -17.275 14.030 13.451 0.424
O -16.357 12.967 13.184 -0.476
H -19.413 14.381 13.802 0.308
H -18.804 12.859 14.444 0.396
H -18.968 12.974 12.666 0.291
H -16.982 14.410 14.405 0.249
H -17.246 14.678 12.602 -0.080
H -15.582 13.397 12.809 0.116
C -11.653 7.856 9.593 -1.513
C -11.561 9.340 9.730 0.494
O -10.439 9.748 10.530 -0.493
H -11.940 7.414 10.533 0.347
H -10.680 7.437 9.262 0.330
H -12.418 7.592 8.875 0.400
H -12.477 9.803 10.117 -0.190
H -11.485 9.759 8.704 0.286
H -10.405 10.699 10.400 0.086
C -14.993 15.127 6.142 -1.588
C -14.327 14.458 7.337 0.917
O -13.629 13.224 7.051 -0.513
H -14.286 15.698 5.531 0.353
H -15.576 15.955 6.563 0.301
H -15.467 14.320 5.600 0.430
H -15.170 14.309 7.969 -0.157
H -13.578 15.135 7.827 0.042
H -12.641 13.377 7.139 0.434
C -7.153 10.382 11.468 -1.152
C -7.510 11.856 11.360 -0.282
O -8.942 12.153 11.617 0.371
H -7.749 9.891 12.246 0.221
H -6.079 10.309 11.659 0.413
H -7.418 9.793 10.567 0.275
H -7.197 12.266 10.402 0.326
H -6.937 12.344 12.130 0.302
H -9.138 11.403 12.223 -0.320
C -17.097 16.828 9.744 -0.446
C -17.807 15.505 9.567 -0.338
O -18.853 15.285 10.498 -0.525
H -16.922 16.854 10.838 0.011
H -17.648 17.743 9.578 0.422
H -16.167 16.895 9.182 0.113
H -17.035 14.785 9.634 0.100
H -18.240 15.459 8.566 0.396
H -19.479 16.015 10.618 0.294
```

Kohn-Sham gap   10.05 eV
Largest force on an atom   0.062 hartree/bohr
Electronic energy   -2471.327176 Eh
Charge   0
ΔE to the lowest compared entry with this formula, charge and spin   0.00 kJ/mol